Record 1
A 13-piece molecular cluster, C46H102Cl16O15 overall in a non-equilibrium geometry, computed with the ωB97M-V functional and the def2-TZVPD basis.

Geometry as XYZ:
```
179
Properties=species:S:1:pos:R:3:forces:R:3
C 3.209 7.812 7.056 -0.43 -0.51 0.49
O 2.338 8.577 6.250 0.04 0.18 0.25
C 1.192 7.887 5.783 1.04 -1.30 0.05
C 1.489 6.577 5.059 -2.12 -0.68 -0.31
O 1.267 5.453 5.938 0.38 1.15 0.45
C 1.905 4.293 5.544 0.59 0.00 -2.41
C 1.357 3.650 4.242 -0.64 -1.03 1.40
O 1.800 4.211 3.071 1.54 0.15 -2.00
C 3.061 3.636 2.571 -1.11 -0.06 1.45
H 2.688 7.388 7.955 0.42 0.49 -0.54
H 4.089 8.398 7.334 -0.47 0.25 0.08
H 3.598 6.972 6.495 0.09 -0.47 -0.19
H 0.780 8.503 5.020 -0.64 0.90 -0.19
H 0.483 7.612 6.571 -0.06 0.48 0.14
H 2.470 6.595 4.584 0.07 -0.28 -0.01
H 0.668 6.447 4.290 1.17 0.39 0.23
H 1.788 3.542 6.298 0.26 -0.19 0.79
H 2.963 4.533 5.255 -0.31 -0.43 0.82
H 0.238 3.669 4.246 0.69 0.03 0.04
H 1.686 2.590 4.289 -0.34 0.21 -0.01
H 3.231 3.931 1.550 -0.25 0.21 -0.32
H 3.030 2.538 2.670 -0.17 0.25 -0.29
H 3.885 3.974 3.194 0.21 0.22 0.02
C 0.868 -3.560 1.824 0.93 1.57 -0.21
O -0.410 -3.968 1.469 -1.26 0.03 -0.60
C -1.237 -3.027 0.795 0.83 2.15 0.72
C -0.887 -2.803 -0.669 -0.66 -0.56 -0.79
O -1.590 -1.650 -1.114 0.63 -0.69 1.96
C -1.816 -1.674 -2.477 0.41 2.07 0.16
C -2.164 -0.212 -2.830 -0.88 -1.01 -1.77
O -3.467 0.136 -2.389 -0.20 -0.44 -0.34
C -3.890 1.397 -2.871 1.10 -0.58 -1.95
H 0.934 -3.050 2.819 -0.25 -0.58 -0.61
H 1.361 -2.825 1.117 -0.66 -0.70 0.34
H 1.443 -4.464 1.811 0.68 -0.35 0.34
H -1.185 -1.991 1.295 -0.07 -1.36 -0.45
H -2.279 -3.323 0.852 -0.01 -0.36 0.19
H -1.257 -3.662 -1.255 0.08 -0.01 0.21
H 0.173 -2.729 -0.946 0.01 0.28 0.54
H -2.647 -2.381 -2.670 0.46 0.28 -0.61
H -0.843 -1.852 -2.990 -0.72 -0.47 -0.10
H -2.108 -0.252 -3.948 -0.28 0.65 0.40
H -1.444 0.548 -2.504 0.25 -0.38 0.31
H -3.184 2.111 -2.501 0.36 1.00 0.28
H -4.875 1.631 -2.543 -0.71 -0.08 0.49
H -3.867 1.471 -4.018 -0.01 -0.33 1.38
C -4.482 -3.297 -11.296 0.42 0.28 -1.38
O -5.455 -2.855 -10.424 -0.12 0.97 -0.80
C -5.772 -3.745 -9.433 -0.39 -0.47 0.99
C -4.776 -3.761 -8.325 0.47 -0.41 1.26
O -4.923 -2.527 -7.662 -0.55 -0.18 0.19
C -4.085 -2.447 -6.553 0.98 -0.09 -0.46
C -4.223 -1.128 -5.834 0.22 0.35 0.15
O -3.555 -0.036 -6.433 -0.14 0.48 -0.71
C -4.317 0.589 -7.517 1.05 -0.58 0.65
H -4.446 -2.661 -12.169 -0.50 0.48 -0.26
H -4.727 -4.272 -11.688 0.13 -0.73 0.06
H -3.453 -3.229 -10.975 0.36 -0.40 0.90
H -5.923 -4.776 -9.758 -0.12 -0.09 -0.54
H -6.700 -3.359 -8.996 0.03 -0.34 -0.01
H -3.710 -3.879 -8.546 0.02 0.04 -0.88
H -4.940 -4.664 -7.671 -0.41 0.82 -0.05
H -3.045 -2.580 -6.909 0.05 0.44 0.17
H -4.212 -3.328 -5.923 -0.49 0.06 0.60
H -3.784 -1.243 -4.852 0.12 -0.04 0.34
H -5.248 -0.798 -5.688 -0.50 -0.56 0.09
H -5.326 0.152 -7.466 0.32 0.32 -0.70
H -3.739 0.386 -8.453 -0.99 0.12 0.52
H -4.356 1.678 -7.336 0.04 -0.47 -0.05
C 1.257 -0.790 -4.786 -0.67 -1.61 1.40
O 1.541 -0.886 -3.379 0.62 1.86 0.65
C 1.825 0.456 -2.757 -0.15 -2.02 -1.49
C 2.465 0.254 -1.423 -0.19 -0.97 0.06
O 1.604 -0.251 -0.409 0.52 -0.22 -0.71
C 0.827 0.721 0.234 -0.79 -0.54 0.47
C 0.694 0.285 1.687 1.12 -0.60 0.20
O 2.033 0.242 2.229 -0.44 0.50 -0.09
C 2.071 -0.260 3.532 0.67 -0.37 0.82
H 1.333 -1.806 -5.212 0.14 0.38 0.29
H 1.948 -0.157 -5.273 0.64 0.93 -0.71
H 0.226 -0.492 -4.895 -0.35 0.55 -0.43
H 0.915 1.062 -2.703 -0.05 -0.09 -0.13
H 2.579 0.960 -3.387 -0.36 0.03 0.00
H 2.851 1.230 -1.142 0.43 0.20 0.37
H 3.276 -0.493 -1.562 -0.33 0.53 0.22
H -0.173 0.823 -0.196 -0.29 -0.38 -0.13
H 1.259 1.697 0.095 0.53 0.60 0.51
H 0.298 -0.752 1.801 -0.01 0.67 -0.48
H 0.044 0.943 2.262 0.19 0.24 0.11
H 1.618 0.367 4.292 -0.76 0.44 -0.08
H 3.107 -0.314 3.918 -0.17 -0.23 -0.77
H 1.618 -1.256 3.591 0.07 0.01 0.02
C -1.063 -4.009 4.775 -0.46 1.68 0.83
O -1.876 -2.921 5.331 0.76 -0.59 -0.84
C -3.303 -3.132 5.413 2.39 0.11 1.09
C -3.773 -2.060 6.360 -0.58 -0.09 1.38
O -3.262 -2.411 7.663 -0.53 0.23 -0.85
C -3.899 -1.886 8.828 1.44 -1.23 -0.01
C -2.947 -2.369 9.970 -1.19 1.19 -0.33
O -3.442 -3.438 10.732 -0.03 -0.11 0.15
C -3.861 -4.657 10.080 0.55 1.38 0.73
H -0.877 -4.799 5.509 -0.01 0.17 0.02
H -0.137 -3.530 4.431 -0.15 -0.26 0.51
H -1.505 -4.408 3.897 -0.64 -0.53 -0.83
H -3.379 -4.164 5.797 -0.91 0.46 -0.04
H -3.774 -2.963 4.479 -0.47 -0.23 -1.24
H -4.874 -2.081 6.364 0.11 0.13 0.08
H -3.452 -1.017 6.099 -0.09 -0.94 -0.12
H -4.888 -2.331 9.013 -0.01 0.22 -0.29
H -3.947 -0.795 8.808 -0.08 0.01 -0.13
H -2.960 -1.479 10.607 0.52 -0.46 0.59
H -1.930 -2.530 9.582 -0.32 -0.04 -0.01
H -3.279 -5.429 10.554 0.02 -0.60 0.03
H -3.651 -4.635 9.020 -0.17 -0.02 -0.37
H -4.914 -4.753 10.324 -0.16 -0.38 -0.35
Cl 0.928 -4.449 -2.989 -0.17 0.10 -0.38
C 1.739 -5.056 -1.511 -1.04 0.36 -0.82
C 3.041 -5.666 -1.889 0.18 -0.33 -0.56
Cl 4.150 -4.436 -2.582 0.19 -0.09 0.40
H 1.073 -5.838 -1.173 -0.05 -0.12 0.49
H 1.745 -4.206 -0.833 0.39 -0.24 0.20
H 2.860 -6.366 -2.766 0.43 0.37 1.63
H 3.461 -6.068 -0.942 0.19 -0.17 -1.03
Cl 6.951 -0.816 0.928 0.23 -0.30 -0.08
C 5.171 -0.724 0.934 -0.12 -0.86 -2.30
C 4.464 -2.088 0.663 -0.61 1.75 0.34
Cl 4.563 -3.101 2.152 -0.18 0.05 -0.40
H 4.925 0.000 0.121 -0.06 -0.55 0.77
H 4.937 -0.368 1.884 -0.77 0.75 1.38
H 4.967 -2.606 -0.146 -0.21 -0.17 -0.08
H 3.365 -1.841 0.440 1.56 -0.59 0.33
Cl 1.394 4.839 -1.470 -0.09 -0.65 -0.49
C -0.202 3.991 -1.811 1.21 1.25 0.14
C -1.153 4.592 -0.809 -0.19 -1.40 -0.46
Cl -0.753 4.032 0.841 -0.16 0.18 -0.15
H -0.044 2.928 -1.745 0.00 -0.34 0.46
H -0.433 4.202 -2.852 -0.24 0.31 0.10
H -2.136 4.245 -1.090 -0.55 -0.07 0.35
H -1.120 5.657 -0.835 0.06 0.68 0.07
Cl 1.176 3.146 -4.931 0.37 -0.23 0.55
C 1.219 3.791 -6.564 -0.77 -0.22 -0.32
C 1.251 2.737 -7.617 0.28 -2.03 0.78
Cl -0.204 1.684 -7.351 0.37 -0.14 -0.35
H 2.044 4.412 -6.670 1.80 1.05 0.06
H 0.368 4.428 -6.636 -0.82 0.25 -0.27
H 2.190 2.113 -7.569 -1.10 0.48 0.20
H 1.159 3.065 -8.624 -0.06 0.79 -0.63
Cl -4.732 0.310 3.521 0.31 -0.13 0.43
C -2.952 0.523 3.408 0.16 0.00 -0.59
C -2.677 1.501 2.279 -1.44 0.44 -0.08
Cl -3.361 0.930 0.720 0.17 -0.03 -0.06
H -2.492 -0.459 3.281 -0.16 0.04 -0.24
H -2.561 0.929 4.330 -0.16 0.18 0.37
H -1.655 1.687 2.030 0.53 0.07 0.44
H -3.197 2.456 2.517 0.51 -0.57 -0.21
Cl 0.312 -0.492 9.521 0.29 0.06 0.02
C 1.049 -0.943 7.945 -2.63 -1.36 0.20
C -0.012 -0.828 6.868 0.54 0.82 -1.28
Cl -0.520 0.882 6.588 -0.15 0.07 0.16
H 1.174 -2.025 7.987 0.74 0.08 0.24
H 1.930 -0.386 7.809 0.98 0.58 -0.31
H -0.908 -1.430 7.004 0.13 0.04 0.38
H 0.399 -1.077 5.876 0.05 -0.30 0.53
Cl 5.036 4.198 -5.957 -0.39 -0.21 -0.86
C 5.775 4.144 -4.367 0.26 0.56 0.29
C 4.856 3.501 -3.399 -0.90 1.94 2.07
Cl 5.609 3.538 -1.713 -0.34 -0.15 -0.96
H 5.960 5.184 -4.112 0.18 -0.11 0.24
H 6.697 3.594 -4.428 0.42 -0.09 -0.12
H 4.590 2.524 -3.609 0.04 -2.19 -0.50
H 3.881 4.009 -3.284 0.60 0.17 -0.14
Cl 5.972 -1.302 -2.933 0.33 0.14 0.12
C 5.200 -1.784 -4.479 -0.14 -0.04 0.82
C 4.991 -0.555 -5.294 0.76 0.93 -1.58
Cl 4.343 -0.988 -6.936 -0.18 0.00 0.45
H 4.250 -2.138 -4.140 -0.65 -0.60 -0.15
H 5.795 -2.592 -4.924 -0.21 0.55 -0.08
H 5.922 -0.055 -5.558 0.20 -0.18 0.28
H 4.368 0.243 -4.875 -0.23 -0.67 0.20
```
Positions in Å, forces in eV/Å.

Properties
Spin multiplicity   1
HOMO   -8.894 eV
Total charge   0
DFT total energy   -280418.8131 eV



Record 2
C46H102F6N3O13Y as an isolated structure in a non-equilibrium geometry, computed with the ωB97M-V functional and the def2-TZVPD basis.

Geometry as XYZ:
```
171
Properties=species:S:1:pos:R:3:forces:R:3
Y 3.898 2.877 2.488 0.05 1.03 -6.33
C 6.117 3.513 -0.990 -0.32 0.20 0.39
C 6.324 4.374 0.248 1.30 0.84 -0.14
O 5.495 4.146 1.339 -3.02 -2.82 2.65
H 6.262 2.447 -0.813 -0.01 0.05 0.23
H 6.823 3.801 -1.770 -0.04 0.15 -0.01
H 5.101 3.668 -1.356 0.08 -0.08 -0.20
H 6.254 5.445 0.000 -0.41 -0.15 -0.31
H 7.374 4.337 0.582 -0.08 -0.50 0.01
C -1.957 2.005 5.405 2.19 -1.52 -0.16
O -2.483 1.521 4.146 -0.79 0.62 -0.92
O -0.645 1.878 5.319 -0.41 1.31 0.62
C -2.502 3.436 5.689 0.06 -0.33 -1.02
F -3.714 3.642 5.107 -0.48 -0.02 0.24
F -2.645 3.625 6.998 -0.05 0.32 0.45
F -1.749 4.442 5.197 0.35 -0.08 0.23
C -3.720 0.868 3.985 -0.10 0.14 0.30
C -4.179 1.139 2.572 0.71 -0.42 -0.45
H -4.383 2.202 2.451 -0.35 -0.08 -0.01
H -3.348 0.911 1.895 -0.03 0.01 -0.01
H -4.996 0.487 2.259 -0.28 0.26 0.12
H -4.531 1.217 4.637 0.33 0.08 0.39
H -3.560 -0.198 4.176 -0.20 -0.15 -0.06
H -2.335 1.343 6.201 -0.81 0.12 0.27
C 2.191 1.556 -0.326 1.06 0.54 -0.76
O 1.025 0.864 -0.124 -0.42 -0.26 0.13
O 2.968 1.491 0.789 1.38 1.66 2.05
C 2.944 0.963 -1.572 1.21 -2.08 0.66
F 3.030 -0.403 -1.505 -0.45 0.72 0.00
F 2.389 1.254 -2.754 -0.29 0.32 0.15
F 4.241 1.353 -1.639 -0.58 0.39 0.02
C -0.140 1.275 -0.809 -1.27 -0.20 -0.92
C -1.301 0.311 -0.483 1.07 0.51 -0.11
H -0.877 -0.693 -0.463 -0.22 -0.08 -0.06
H -1.751 0.508 0.486 -0.16 0.04 -0.06
H -1.998 0.404 -1.314 -0.37 -0.18 0.28
H -0.044 1.228 -1.902 0.59 -0.11 0.06
H -0.428 2.319 -0.622 0.22 0.00 0.49
H 2.020 2.581 -0.710 -0.38 0.27 0.49
O 2.538 4.498 1.116 -0.36 -0.53 1.03
H 1.561 4.562 1.210 0.14 0.13 -0.12
H 2.720 4.761 0.204 0.37 -0.02 0.18
O -0.013 0.930 2.629 0.43 0.10 -0.62
H 0.251 0.854 1.703 0.07 -0.12 0.10
H -0.840 1.431 2.616 -0.02 -0.12 0.75
C -5.868 -4.609 3.586 0.47 0.17 0.61
C -5.305 -3.868 2.362 -1.44 -0.65 -0.89
C -4.256 -2.838 2.754 0.15 -0.51 -0.66
C -3.511 -2.369 1.507 0.84 0.42 0.64
C -2.745 -3.585 0.973 -0.97 0.29 -0.03
C -3.749 -4.600 0.397 -0.61 -0.10 0.00
N -4.770 -4.871 1.438 2.66 -0.21 0.78
O -5.550 -6.020 1.215 -0.02 0.46 -0.06
C -4.482 -4.123 -0.864 -0.17 0.59 -0.64
C -2.908 -5.817 0.017 -0.30 -1.20 0.30
C -6.474 -3.139 1.629 -0.89 -0.49 0.81
H -6.020 -3.905 4.409 -0.44 0.14 -0.20
H -5.156 -5.315 4.028 0.27 0.00 -0.41
H -6.769 -5.185 3.388 -0.13 0.26 -0.12
H -4.770 -2.064 3.323 0.13 0.20 -0.13
H -3.454 -3.260 3.367 -0.37 -0.18 0.39
H -2.842 -1.573 1.849 0.22 -0.05 -0.29
H -4.143 -1.932 0.736 -0.11 -0.02 0.04
H -2.225 -4.099 1.784 0.00 0.16 0.15
H -1.974 -3.339 0.245 -0.26 0.10 -0.31
H -4.014 -4.478 -1.786 -0.05 -0.11 0.04
H -5.523 -4.441 -0.840 0.11 -0.37 -0.09
H -4.538 -3.037 -0.970 0.22 0.04 0.20
H -3.463 -6.734 -0.211 -0.46 0.40 -0.35
H -2.325 -5.563 -0.867 0.15 -0.03 0.08
H -2.247 -6.184 0.806 0.16 0.54 0.15
H -7.222 -3.879 1.329 0.24 -0.20 -0.12
H -6.207 -2.594 0.729 0.28 0.16 0.15
H -7.047 -2.511 2.320 0.31 0.35 -0.06
H -5.074 -6.674 1.738 -0.28 -0.19 -0.07
C -1.195 5.175 -2.500 -0.64 0.82 0.09
C -1.891 5.764 -1.248 0.47 -0.26 -1.19
C -3.400 5.565 -1.492 0.08 -0.06 0.69
C -4.218 5.652 -0.222 0.35 -0.07 0.82
C -3.640 4.692 0.844 -2.18 0.52 -1.10
C -2.190 4.928 1.144 1.92 -0.77 1.12
N -1.418 4.927 -0.115 -1.95 0.04 -0.83
O -0.018 5.088 0.066 0.18 -0.08 0.07
C -1.933 6.174 1.981 -0.64 1.21 0.47
C -1.718 3.703 1.931 0.84 0.24 -0.72
C -1.573 7.267 -1.190 0.15 0.34 1.64
H -1.526 4.152 -2.675 0.34 -0.17 0.19
H -0.115 5.299 -2.434 0.05 -0.19 -0.24
H -1.573 5.763 -3.341 0.31 -0.05 -0.18
H -3.749 6.296 -2.223 0.18 -0.01 -0.11
H -3.580 4.565 -1.899 0.13 0.01 -0.11
H -5.254 5.410 -0.464 -0.03 -0.02 0.25
H -4.211 6.620 0.287 -0.06 0.34 -0.65
H -3.907 3.682 0.519 0.76 -0.22 0.02
H -4.283 4.844 1.715 0.53 -0.03 0.41
H -2.251 6.100 3.025 -0.49 -0.44 -0.20
H -0.909 6.524 2.134 0.25 -0.47 -0.75
H -2.488 7.004 1.535 0.13 0.16 0.21
H -1.747 2.856 1.239 -0.52 -0.21 0.31
H -0.651 3.785 2.160 -0.12 0.19 0.44
H -2.288 3.575 2.842 0.03 -0.31 -0.02
H -2.220 7.792 -0.480 -0.36 -0.15 -0.23
H -1.643 7.805 -2.133 0.06 -0.32 -0.19
H -0.602 7.449 -0.720 0.25 -0.19 -0.49
H 0.280 4.390 -0.534 0.20 0.07 0.11
C 0.614 -2.737 0.679 0.42 -0.34 -0.04
C 1.337 -4.053 0.962 0.78 -0.54 0.85
C 2.430 -4.251 -0.104 0.31 -0.36 0.37
C 3.557 -5.202 0.336 -0.93 0.26 -0.67
C 4.100 -4.856 1.708 0.35 0.22 -0.16
C 3.039 -4.665 2.820 1.54 -2.19 0.57
N 1.925 -3.929 2.317 0.93 1.57 -0.49
O 1.004 -3.526 3.296 0.05 -0.62 0.10
C 2.681 -6.122 3.286 -0.08 0.30 -0.58
C 3.799 -4.019 4.012 -0.29 1.93 -1.03
C 0.450 -5.295 0.926 -1.13 0.01 0.81
H 1.308 -1.916 0.861 0.03 -0.03 0.10
H -0.234 -2.619 1.346 -0.19 0.15 -0.28
H 0.385 -2.701 -0.390 -0.51 0.00 0.10
H 1.899 -4.744 -0.922 0.16 0.34 -0.35
H 2.857 -3.308 -0.453 -0.14 0.14 0.14
H 4.317 -5.198 -0.449 0.28 0.16 0.24
H 3.132 -6.208 0.252 0.16 -0.15 0.56
H 4.713 -3.950 1.697 -0.19 0.15 -0.46
H 4.811 -5.640 1.981 -0.16 -0.05 0.40
H 3.424 -6.528 3.970 -0.14 0.19 0.29
H 1.683 -6.142 3.728 0.06 -0.35 0.11
H 2.741 -6.774 2.413 -0.52 -0.12 0.05
H 4.351 -3.143 3.639 -0.21 0.05 -0.20
H 3.117 -3.561 4.727 0.02 -0.61 0.40
H 4.609 -4.614 4.427 -0.52 -0.55 0.21
H -0.261 -5.286 1.763 -0.22 0.50 -0.22
H 0.931 -6.247 1.157 0.61 0.13 -0.70
H -0.139 -5.340 0.010 0.08 -0.21 -0.04
H 0.693 -4.344 3.722 -0.18 0.18 -0.07
C -1.000 -3.317 -3.212 1.21 0.11 0.61
C -1.469 -1.866 -3.395 -0.78 -1.89 -0.41
C -1.531 -1.459 -4.889 0.99 0.39 0.70
O -2.793 -1.880 -2.823 0.37 0.77 -0.10
H -1.010 -3.557 -2.144 -0.50 -0.02 0.00
H 0.061 -3.486 -3.436 -0.13 0.17 -0.57
H -1.606 -4.043 -3.757 -0.05 0.09 -0.09
H -0.816 -1.249 -2.782 -0.30 0.38 -0.10
H -2.550 -1.365 -5.255 -0.05 -0.10 0.09
H -0.965 -2.171 -5.490 -0.16 -0.05 -0.11
H -1.027 -0.498 -5.005 -0.19 0.09 -0.20
H -3.216 -2.611 -3.288 -0.35 0.07 0.23
C 4.866 -2.603 -3.578 -0.47 -0.43 -0.31
C 6.283 -2.254 -3.156 -0.06 0.78 0.32
C 7.067 -1.450 -4.187 -1.11 0.27 -0.62
O 6.188 -1.495 -1.948 0.48 -0.07 0.47
H 4.462 -1.736 -4.107 -0.14 -0.15 -0.19
H 4.182 -2.801 -2.751 0.40 0.23 0.40
H 4.737 -3.509 -4.176 0.44 0.24 -0.43
H 6.934 -3.097 -2.923 -0.44 -0.30 0.26
H 6.531 -0.554 -4.527 -0.18 0.10 0.51
H 7.108 -2.008 -5.127 0.79 -0.24 0.20
H 8.001 -1.114 -3.746 0.29 -0.32 -0.36
H 5.519 -0.807 -2.034 -0.05 -0.08 -0.18
C 5.311 3.796 -5.690 -0.04 -0.05 0.96
C 4.239 4.736 -5.112 -0.07 -0.94 -1.56
C 3.146 4.955 -6.163 0.01 1.00 0.17
O 3.707 4.204 -3.918 0.00 0.29 0.88
H 4.904 2.782 -5.633 0.07 -0.07 -0.19
H 6.185 3.827 -5.037 0.11 -0.11 -0.16
H 5.612 3.987 -6.718 -0.11 0.25 0.00
H 4.697 5.693 -4.871 -0.16 0.04 0.27
H 2.876 4.093 -6.773 0.12 -0.25 0.27
H 3.490 5.737 -6.846 -0.03 -0.11 -0.13
H 2.255 5.356 -5.676 -0.06 -0.12 -0.03
H 3.500 3.266 -3.988 0.10 0.01 -0.35
```
Positions in Å, forces in eV/Å.

Properties
Spin multiplicity   1
HOMO   -6.034 eV
Total charge   0
DFT total energy   -97784.1001 eV



- Which value of DFT total energy does entry 1 give?
  -280418.8131 eV